This record from OMol25 describes C4H4N2S2 in the gas phase. The level of theory is ωB97M-V/def2-TZVPD.

Structure (XYZ):
```
12
Properties=species:S:1:pos:R:3:nbo_charge:R:1
S -0.949 -1.620 0.486 0.31
S 0.791 -0.740 2.909 -0.07
N 0.981 -0.247 -0.766 -0.34
N 1.389 0.870 -1.392 -0.24
C 0.328 1.712 -1.400 -0.05
C -0.808 1.036 -0.922 -0.34
C -0.460 -1.695 2.116 -0.49
C -0.308 -0.158 -0.608 0.08
H 1.480 -1.042 -0.960 0.41
H 0.471 2.767 -1.399 0.22
H -1.849 1.355 -0.930 0.25
H -1.066 -2.237 2.865 0.25
```

Output
Total charge = 0
Gap between HOMO and LUMO = 7.9 eV
ΔE to the lowest compared entry with this formula, charge and spin = 71.8 kcal per mole
Largest force on an atom = 6.70 eV/A
LUMO energy = -0.875 eV
E_tot = -28860.4236 eV
E_HOMO = -0.32361 Eh